15
Properties=species:S:1:pos:R:3 method="wB97M-V/def2-TZVPD" smiles=CC(C)CO orbital_gap_ev=11.33 lumo_energy_ev=1.004 molar_mass_da=74.12 total_charge=0 spin_multiplicity=1 relative_energy_kj_mol=34.3
C 0.342 -0.145 1.596
C 0.328 0.193 0.104
C -0.596 1.388 -0.182
C -0.072 -1.028 -0.708
O 0.011 -0.712 -2.085
H 0.758 0.689 2.171
H 0.917 -1.048 1.831
H -0.690 -0.300 1.954
H 1.345 0.457 -0.217
H -1.486 1.087 -0.744
H -0.945 1.853 0.755
H -0.105 2.173 -0.761
H -1.098 -1.323 -0.428
H 0.598 -1.865 -0.456
H -0.325 -1.466 -2.583